Here is 3 unconnected molecules or ions with the total composition FHNO in a non-equilibrium geometry from the OMol25 dataset. Energies are from ωB97M-V/def2-TZVPD.

Values from the calculation:
Net charge: -1
HOMO energy (spin up / spin down): -2.498 / -3.126 eV
2S+1: 1
Relative energy (zero: lowest compared OMol25 entry of this formula, charge and spin): 39.9 kcal per mole
Frontier orbital gap (spin up / spin down): 7.8320 / 8.6267 eV

Geometry (Å):
N -0.18879 -0.31724 0.51194
O -0.97587 -0.84039 -0.23465
F 1.29599 -0.33771 -0.44199
H -0.13132 1.49534 0.16469